1.
A 8-piece molecular cluster, C51H55ClN2O3P overall, computed with ωB97M-V/def2-TZVPD.

Geometry as XYZ:
```
113
Properties=species:S:1:pos:R:3:lowdin_charge:R:1
C -0.4014 -4.4956 -1.0155 -0.121
N 0.7223 -3.6448 -0.4305 -0.148
C 0.7582 -2.2684 -1.0567 -0.195
C 1.3330 -1.0768 -0.0886 0.014
C 0.9760 -0.9684 1.5416 -0.018
C 0.0170 -2.0691 2.3226 -0.298
O -1.2846 -1.8200 2.5482 0.021
O 0.6353 -3.3591 2.7764 -0.482
Cl 2.3138 -3.1248 2.8114 0.732
C 1.5879 0.2506 2.4913 0.068
C 2.5189 1.3662 1.7307 0.039
N 2.8077 1.2807 0.2483 0.014
C 2.2973 0.1554 -0.6753 -0.196
P 2.8757 0.2809 -2.5099 0.894
C 1.4018 0.3724 -3.7241 -0.295
O 3.7081 -1.2132 -2.8496 -0.354
H -0.5471 -5.5248 -0.4298 0.113
H -1.4284 -3.9342 -1.0493 0.081
H -0.0538 -4.8063 -2.1010 0.093
H 1.5929 -4.1951 -0.5973 0.116
H 1.4699 -2.3581 -2.0100 0.113
H -0.3267 -2.0122 -1.4769 0.144
H 1.4028 0.3619 3.6415 0.133
H 2.9973 2.2614 2.3351 0.135
H 3.4261 2.0431 -0.1605 0.139
H 1.7837 -0.1083 -4.7474 0.072
H 1.0936 1.4853 -4.0147 0.080
H 0.4579 -0.2360 -3.3947 0.048
H 3.0740 -1.7545 -3.4114 0.015
C 4.5010 5.8358 1.3025 -0.090
C 4.9244 6.8745 2.1311 -0.078
C 4.1431 7.2623 3.2192 -0.072
C 2.9420 6.6040 3.4848 -0.082
C 2.5205 5.5628 2.6584 -0.116
C 3.2972 5.1812 1.5647 -0.119
H 5.1084 5.5361 0.4526 0.099
H 5.8637 7.3828 1.9281 0.088
H 4.4700 8.0762 3.8607 0.109
H 2.3354 6.9029 4.3356 0.109
H 1.5852 5.0488 2.8664 0.086
H 2.9658 4.3736 0.9179 0.071
C -2.7273 -2.7501 5.5287 -0.101
C -2.9668 -3.7776 6.4407 -0.095
C -3.5532 -3.4940 7.6738 -0.094
C -3.9096 -2.1830 7.9911 -0.094
C -3.6735 -1.1561 7.0776 -0.098
C -3.0785 -1.4384 5.8482 -0.099
H -2.2671 -2.9710 4.5692 0.075
H -2.6953 -4.8002 6.1906 0.100
H -3.7335 -4.2939 8.3869 0.102
H -4.3711 -1.9625 8.9500 0.102
H -3.9527 -0.1347 7.3244 0.100
H -2.8897 -0.6373 5.1390 0.095
C -4.2156 -1.8008 -1.8363 -0.105
C -5.2934 -2.2060 -2.6230 -0.091
C -6.1122 -3.2526 -2.1999 -0.085
C -5.8587 -3.8880 -0.9839 -0.079
C -4.7831 -3.4803 -0.1955 -0.088
C -3.9588 -2.4398 -0.6231 -0.118
H -3.5757 -0.9874 -2.1681 0.093
H -5.4950 -1.7062 -3.5672 0.103
H -6.9479 -3.5725 -2.8163 0.097
H -6.4996 -4.7004 -0.6517 0.085
H -4.5867 -3.9745 0.7528 0.105
H -3.1176 -2.1261 -0.0112 0.084
C -8.7978 -6.5312 -1.9471 -0.096
C -9.8756 -6.9363 -2.7338 -0.094
C -10.6944 -7.9829 -2.3106 -0.093
C -10.4409 -8.6184 -1.0947 -0.093
C -9.3653 -8.2106 -0.3062 -0.095
C -8.5409 -7.1702 -0.7339 -0.100
H -8.1578 -5.7177 -2.2789 0.078
H -10.0771 -6.4366 -3.6780 0.101
H -11.5301 -8.3028 -2.9270 0.102
H -11.0818 -9.4307 -0.7624 0.102
H -9.1688 -8.7049 0.6421 0.101
H -7.6998 -6.8565 -0.1220 0.090
C 3.1589 -3.7778 -5.2943 -0.121
C 3.5089 -5.1266 -5.2382 -0.092
C 4.6071 -5.5935 -5.9598 -0.083
C 5.3620 -4.7088 -6.7305 -0.079
C 5.0142 -3.3593 -6.7836 -0.083
C 3.9104 -2.8942 -6.0693 -0.104
H 2.3010 -3.4149 -4.7345 0.082
H 2.9248 -5.8146 -4.6321 0.101
H 4.8756 -6.6457 -5.9212 0.106
H 6.2208 -5.0716 -7.2890 0.107
H 5.6036 -2.6697 -7.3830 0.106
H 3.6365 -1.8438 -6.1153 0.092
C 9.6757 9.1939 0.3592 -0.091
C 8.3359 8.8325 0.4972 -0.100
C 7.7312 8.0157 -0.4578 -0.106
C 8.4698 7.5519 -1.5468 -0.098
C 9.8107 7.9103 -1.6827 -0.094
C 10.4129 8.7346 -0.7326 -0.090
H 10.1458 9.8332 1.1019 0.103
H 7.7623 9.1883 1.3494 0.096
H 6.6854 7.7398 -0.3536 0.083
H 8.0001 6.9114 -2.2885 0.098
H 10.3866 7.5474 -2.5305 0.102
H 11.4560 9.0181 -0.8418 0.103
C -3.3497 6.5410 1.6467 -0.086
C -2.1146 7.1072 1.9609 -0.085
C -0.9461 6.3609 1.8113 -0.095
C -1.0119 5.0503 1.3374 -0.110
C -2.2467 4.4854 1.0196 -0.101
C -3.4161 5.2286 1.1781 -0.091
H -4.2604 7.1218 1.7667 0.105
H -2.0628 8.1307 2.3236 0.105
H 0.0155 6.8001 2.0626 0.087
H -0.1010 4.4701 1.2161 0.078
H -2.2977 3.4645 0.6488 0.096
H -4.3784 4.7863 0.9357 0.103
```

Calculated values
E_HOMO (eV): -10.51
Charge: +1

---

2.
C51H55KN6P3Se2 as an isolated structure, computed with ωB97M-V/def2-TZVPD.

Geometry as XYZ:
```
118
Properties=species:S:1:pos:R:3:lowdin_charge:R:1
K 1.3802 -0.0793 0.0248 0.481
C 4.2316 0.7154 2.6368 -0.140
C 5.2407 0.9256 1.4990 -0.547
C 6.5950 0.3524 1.9073 -0.123
P 4.4602 0.2488 -0.0594 1.034
C 5.2467 1.2700 -1.4103 -0.560
C 6.7528 1.5225 -1.4429 -0.121
C 4.7728 0.7195 -2.7570 -0.135
C 5.1037 -1.4496 -0.1886 -0.300
C 6.4196 -1.8123 -0.4761 -0.085
C 6.8438 -3.1290 -0.5756 -0.308
C 8.2794 -3.4814 -0.8730 -0.078
C 5.8802 -4.1173 -0.3560 -0.069
C 4.5715 -3.8127 -0.0516 -0.039
C 4.1213 -2.4644 0.0525 -0.338
N 2.8693 -2.1035 0.4078 -0.088
C 1.8551 -3.0533 0.4220 -0.327
C 1.4161 -3.7167 -0.7446 -0.269
C 2.0447 -3.4052 -2.0747 -0.038
C 0.3714 -4.6319 -0.6673 -0.067
C -0.2903 -4.9051 0.5219 -0.316
C -1.4780 -5.8297 0.5569 -0.065
C 0.1309 -4.2314 1.6609 -0.040
C 1.1794 -3.3216 1.6303 -0.227
C 1.6146 -2.6149 2.8863 -0.047
H 4.6535 1.0195 3.6006 0.071
H 3.9561 -0.3417 2.7079 0.062
H 3.3216 1.2918 2.4590 0.043
H 5.3390 1.9978 1.3097 0.074
H 6.5228 -0.7241 2.0744 0.076
H 6.9290 0.8176 2.8410 0.071
H 7.3687 0.5152 1.1574 0.051
H 4.7565 2.2382 -1.2465 0.086
H 7.3051 0.6281 -1.7329 0.059
H 7.1334 1.8690 -0.4818 0.056
H 6.9816 2.2956 -2.1841 0.072
H 5.1809 -0.2807 -2.9245 0.072
H 5.0974 1.3629 -3.5797 0.071
H 3.6844 0.6423 -2.7990 0.061
H 7.1582 -1.0339 -0.6238 0.079
H 8.8384 -2.5997 -1.1920 0.065
H 8.3557 -4.2262 -1.6695 0.067
H 8.7910 -3.8935 0.0023 0.068
H 6.1756 -5.1622 -0.4191 0.104
H 3.8589 -4.6096 0.1299 0.107
H 2.1579 -2.3260 -2.2069 0.076
H 1.4293 -3.7916 -2.8883 0.075
H 3.0476 -3.8301 -2.1629 0.074
H 0.0399 -5.1213 -1.5797 0.113
H -1.4153 -6.5864 -0.2271 0.069
H -2.4074 -5.2728 0.4037 0.073
H -1.5552 -6.3415 1.5183 0.069
H -0.3726 -4.4221 2.6060 0.111
H 1.1839 -3.0916 3.7692 0.070
H 1.3014 -1.5645 2.8896 0.070
H 2.7016 -2.6087 2.9719 0.072
Se -4.0683 5.7481 0.1923 0.242
P -4.0940 3.6503 0.0244 0.501
C -4.6748 2.8915 1.5602 -0.360
C -3.7713 2.3047 2.4385 -0.079
C -4.1907 1.8968 3.6986 -0.094
C -5.5132 2.0634 4.0780 -0.096
C -6.4208 2.6510 3.2011 -0.081
C -6.0010 3.0769 1.9521 -0.108
C -5.2340 3.1161 -1.2877 -0.343
C -5.1226 3.7720 -2.5155 -0.108
C -5.9674 3.4399 -3.5597 -0.085
C -6.9261 2.4460 -3.3930 -0.096
C -7.0420 1.7936 -2.1769 -0.076
C -6.2014 2.1348 -1.1218 -0.096
C -2.5052 2.8853 -0.3469 -0.440
C -2.0170 1.5805 -0.4808 -0.447
N -0.7231 1.6877 -0.8284 -0.074
N -0.4307 2.9768 -0.9104 -0.099
N -1.4808 3.7214 -0.6098 0.004
P -2.6699 -0.0917 -0.4965 0.596
Se -1.2011 -1.6077 -0.6669 0.449
C -3.8214 -0.2089 -1.8975 -0.352
C -4.6720 -1.3115 -1.9903 -0.104
C -5.3814 -1.5493 -3.1553 -0.079
C -5.2238 -0.7055 -4.2495 -0.089
C -4.3655 0.3787 -4.1672 -0.083
C -3.6673 0.6324 -2.9927 -0.076
C -3.6427 -0.3185 1.0221 -0.343
C -5.0313 -0.2895 1.0488 -0.091
C -5.7161 -0.5454 2.2319 -0.070
C -5.0142 -0.8453 3.3883 -0.101
C -3.6244 -0.8876 3.3654 -0.097
C -2.9416 -0.6274 2.1893 -0.108
H -2.7375 2.1778 2.1405 0.111
H -3.4792 1.4492 4.3816 0.111
H -5.8397 1.7390 5.0584 0.106
H -7.4516 2.7946 3.5005 0.102
H -6.6909 3.5874 1.2904 0.109
H -4.3847 4.5571 -2.6303 0.090
H -5.8778 3.9541 -4.5089 0.104
H -7.5799 2.1794 -4.2142 0.103
H -7.7888 1.0204 -2.0432 0.106
H -6.3087 1.6405 -0.1651 0.074
H -4.7472 -2.0052 -1.1606 0.110
H -6.0391 -2.4072 -3.2190 0.101
H -5.7663 -0.9006 -5.1667 0.101
H -4.2318 1.0334 -5.0191 0.107
H -2.9898 1.4755 -2.9354 0.111
H -5.5816 -0.0783 0.1416 0.078
H -6.7986 -0.5168 2.2436 0.111
H -5.5485 -1.0482 4.3082 0.110
H -3.0723 -1.1329 4.2639 0.112
H -1.8617 -0.7014 2.1579 0.094
N 2.1360 3.9020 -0.2011 -0.023
C 2.7106 5.0952 -0.4395 -0.121
C 3.6925 5.2674 0.5121 -0.092
C 3.6068 4.1072 1.3057 -0.200
N 2.6625 3.2865 0.8698 0.034
H 1.2575 3.5583 -0.6105 0.074
H 2.3784 5.7222 -1.2502 0.108
H 4.3597 6.1045 0.6257 0.079
H 4.1974 3.8346 2.1673 0.093
```

Calculated values
E_HOMO (eV): -3.74
ΔE to the lowest compared entry with this formula, charge and spin (kcal/mol): 18.2
Charge: -1